1.
DFT (ωB97M-V/def2-TZVPD) results for a structure of composition C8H10BeF6NNaO7.

Results
Total charge ... +1
LUMO (spin up / spin down) ... -4.83 / -6.60 eV
Multiplicity ... 2
⟨S²⟩ ... 0.751
Frontier orbital gap (spin up / spin down) ... 8.54 / 6.77 eV

```
34
C8H10BeF6NNaO7 | the Open Molecules 2025 dataset | ωB97M-V/def2-TZVPD
Na 1.091 2.460 3.047
Be -1.107 0.466 6.295
N -1.762 0.880 3.368
O -1.787 1.110 2.189
O -1.190 1.730 4.040
O -2.043 -0.161 3.950
C -2.303 2.427 -2.183
C -1.481 1.286 -1.530
O -0.341 1.091 -2.413
C 0.277 -0.151 -2.660
O 0.059 -1.246 -2.101
C 1.428 -0.045 -3.685
F 2.501 -0.615 -3.138
F 1.164 -0.575 -4.884
F 1.678 1.337 -3.846
H -2.611 2.254 -3.214
H -1.703 3.336 -2.235
H -3.215 2.638 -1.626
H -2.112 0.405 -1.415
H -1.059 1.457 -0.540
C -0.678 -2.910 1.340
C 0.008 -1.625 1.566
O 1.329 -1.671 0.997
C 1.900 -0.461 0.828
O 1.494 0.596 1.357
C 3.146 -0.411 -0.109
F 3.267 -1.578 -0.779
F 2.995 0.616 -0.950
F 4.260 -0.169 0.643
H -1.277 -3.272 2.176
H 0.013 -3.731 1.147
H -1.303 -3.032 0.456
H 0.049 -1.595 2.655
H -0.685 -0.844 1.253
```



2.
DFT (ωB97M-V/def2-TZVPD) results for a structure of composition C8H10BiN2O.

Results
Total charge ... -1
LUMO (spin up / spin down) ... 2.90 / 2.90 eV
Frontier orbital gap (spin up / spin down) ... 6.41 / 6.41 eV

```
22
C8H10BiN2O | the Open Molecules 2025 dataset | ωB97M-V/def2-TZVPD
C -0.950 1.287 -2.184
C 0.420 1.199 -2.537
C 1.178 1.937 -1.603
C 0.246 2.526 -0.659
C -1.078 2.082 -1.025
Bi 0.575 0.500 0.856
N -0.878 -0.975 0.353
C -0.155 -3.221 -0.379
C 1.013 -2.689 -0.827
H 2.244 2.146 -1.646
H 0.807 0.695 -3.423
H 0.481 3.303 0.075
H -2.003 2.407 -0.552
H -1.771 0.862 -2.763
H 1.073 -2.142 -1.771
H -1.045 -3.357 -1.010
H -1.877 -0.829 0.603
H 1.958 -2.654 -0.273
H -0.177 -3.650 0.635
O -0.233 0.009 5.389
C -0.024 0.177 4.229
N 0.198 0.387 3.063
```



3.
DFT (ωB97M-V/def2-TZVPD) results for a structure of composition C8H10Br2Si.

Results
Total charge ... 0
LUMO ... 0.51 eV
Energy relative to the best compared isomer or geometry (same formula, charge and spin) ... 211.36 kJ/mol
Frontier orbital gap ... 9.81 eV

```
21
C8H10Br2Si | the Open Molecules 2025 dataset | ωB97M-V/def2-TZVPD
C -0.349 0.907 3.346
C 0.229 1.736 2.415
C -0.766 -0.312 2.854
C 0.631 1.258 1.133
C -0.451 -0.805 1.620
C 0.274 0.004 0.729
C -0.075 0.664 -2.789
C 0.257 -2.408 -1.778
Si 0.788 -0.548 -1.498
Br -1.687 -2.555 -1.688
Br 3.010 -0.484 -1.600
H -0.613 0.992 4.359
H 0.527 2.776 2.755
H -1.275 -0.804 3.585
H 1.187 1.923 0.363
H -0.812 -1.797 1.231
H 0.189 1.676 -2.405
H 0.335 0.436 -3.656
H -1.133 0.296 -2.830
H 0.749 -2.908 -2.578
H 0.744 -2.861 -0.857
```



4.
DFT (ωB97M-V/def2-TZVPD) results for an isolated molecule of C8H10BrNO3S.

Results
Total charge ... 0
LUMO (spin up / spin down) ... -0.48 / -0.49 eV
Energy relative to the best compared isomer or geometry (same formula, charge and spin) ... 279.41 kJ/mol
Frontier orbital gap (spin up / spin down) ... 6.63 / 6.62 eV

```
24
C8H10BrNO3S | the Open Molecules 2025 dataset | ωB97M-V/def2-TZVPD
C 0.915 -2.525 2.154
C 0.189 -1.363 2.506
C 1.302 -2.686 0.852
C -0.124 -0.449 1.572
C 0.996 -1.703 -0.077
C 0.781 2.789 0.216
C -0.386 1.871 -0.192
C 0.187 0.618 -0.590
N 0.441 -0.465 0.280
O -2.640 1.210 -2.635
O -1.836 -0.241 -4.481
O -2.510 -1.212 -2.382
S -2.169 -0.049 -3.117
Br 0.238 0.297 -2.437
H 1.187 -3.066 2.952
H -0.155 -1.336 3.536
H 1.713 -3.697 0.578
H -0.837 0.400 1.894
H 1.125 -1.853 -1.121
H 1.303 2.622 1.238
H 0.623 3.866 0.152
H 1.531 2.730 -0.454
H -1.119 1.817 0.576
H -0.753 2.427 -1.023
```



5.
DFT (ωB97M-V/def2-TZVPD) results for a structure of composition C8H10ClMoN8O13.

Results
Total charge ... +1
LUMO (spin up / spin down) ... -5.16 / -5.40 eV
Multiplicity ... 3
Energy relative to the best compared isomer or geometry (same formula, charge and spin) ... 53.13 kJ/mol
⟨S²⟩ ... 2.018
Frontier orbital gap (spin up / spin down) ... 7.50 / 7.94 eV

```
41
C8H10ClMoN8O13 | the Open Molecules 2025 dataset | ωB97M-V/def2-TZVPD
Mo -0.474 0.162 1.541
N -2.741 -2.310 1.448
N -2.069 -3.170 0.585
C -0.745 -3.081 0.423
N -0.136 -4.038 -0.254
N -0.131 -1.992 0.944
N 1.227 -1.995 1.096
O 1.630 -0.908 1.548
O 1.944 -2.923 0.848
H -2.965 -2.785 2.316
H -3.581 -1.965 1.002
H -2.556 -3.944 0.156
H -0.650 -4.832 -0.596
H 0.854 -3.984 -0.429
O 0.943 0.009 4.658
Cl -0.423 -0.134 4.342
O -1.266 -0.325 5.442
O -0.604 -1.211 3.307
O -0.878 1.036 3.493
C -2.463 0.682 1.115
H -3.096 0.335 1.931
H -2.778 0.230 0.173
H -2.559 1.767 1.042
O 2.932 3.328 -4.844
N 2.521 3.793 -3.806
O 2.596 4.948 -3.452
C 1.873 2.853 -2.868
C 1.759 1.516 -3.226
C 1.163 0.638 -2.357
C 0.623 1.052 -1.118
O -0.049 0.243 -0.370
C 0.815 2.414 -0.803
C 1.422 3.323 -1.664
N 0.368 2.931 0.463
O 0.406 4.097 0.687
O -0.021 2.139 1.375
N 1.124 -0.786 -2.761
O 1.016 -1.622 -1.883
O 1.287 -1.025 -3.931
H 2.144 1.169 -4.175
H 1.538 4.363 -1.397
```



6.
DFT (ωB97M-V/def2-TZVPD) results for a structure of composition C8H10ClNNd.

Results
Total charge ... -1
LUMO (spin up / spin down) ... 2.76 / 2.76 eV
Multiplicity ... 4
⟨S²⟩ ... 3.754
Frontier orbital gap (spin up / spin down) ... 5.24 / 5.25 eV

```
21
C8H10ClNNd | the Open Molecules 2025 dataset | ωB97M-V/def2-TZVPD
C -1.734 1.558 -0.362
C -0.871 1.723 -1.477
C 0.353 2.277 -1.010
C 0.246 2.443 0.403
C -1.045 1.991 0.802
Nd 0.550 -0.118 0.109
C -0.898 -1.687 -1.410
C -1.683 -1.806 -0.205
C -3.022 -2.205 -0.230
N -1.074 -1.390 0.960
H 1.236 2.467 -1.613
H -1.119 1.478 -2.506
H 1.025 2.794 1.071
H -1.452 2.004 1.808
H -2.763 1.208 -0.397
H -1.385 -1.351 -2.311
H -1.637 -1.591 1.785
H 0.059 -2.202 -1.513
H -3.445 -2.449 -1.202
H -3.605 -2.275 0.684
Cl 2.437 -0.109 1.852
```



7.
DFT (ωB97M-V/def2-TZVPD) results for a structure of composition C8H10EuN2S.

Results
Total charge ... -1
LUMO (spin up / spin down) ... 2.93 / 3.02 eV
Multiplicity ... 7
Energy relative to the best compared isomer or geometry (same formula, charge and spin) ... 25.81 kJ/mol
⟨S²⟩ ... 12.044
Frontier orbital gap (spin up / spin down) ... 6.68 / 6.87 eV

```
22
C8H10EuN2S | the Open Molecules 2025 dataset | ωB97M-V/def2-TZVPD
C -0.344 0.529 -2.026
C -0.182 -0.887 -1.886
C 1.213 -1.156 -1.690
C 1.908 0.097 -1.719
C 0.948 1.135 -1.929
Eu 0.276 0.041 0.688
N -1.234 1.659 0.605
C -1.875 0.342 1.406
C -1.910 -0.933 0.682
H 1.664 -2.140 -1.558
H -0.980 -1.629 -1.908
H 2.986 0.227 -1.619
H 1.161 2.199 -2.034
H -1.288 1.049 -2.183
H -2.551 -0.945 -0.200
H -1.432 0.254 2.428
H -1.824 2.475 0.773
H -1.957 -1.817 1.324
H -2.939 0.609 1.551
S 2.952 -0.684 1.650
C 2.760 -0.333 3.246
N 2.646 -0.092 4.399
```



8.
DFT (ωB97M-V/def2-TZVPD) results for a structure of composition C8H10F6KO4.

Results
Total charge ... +1
LUMO ... -4.49 eV
Energy relative to the best compared isomer or geometry (same formula, charge and spin) ... 218.95 kJ/mol
Frontier orbital gap ... 8.79 eV

```
29
C8H10F6KO4 | the Open Molecules 2025 dataset | ωB97M-V/def2-TZVPD
K -4.282 2.262 -2.033
C -3.440 -3.510 -3.779
C -2.092 -2.801 -3.827
O -1.214 -3.371 -2.880
C -1.240 -2.855 -1.670
O -2.119 -2.141 -1.220
C 0.117 -2.982 -0.879
F 0.523 -4.238 -1.089
F 1.026 -2.153 -1.309
F -0.044 -2.774 0.411
H -3.245 -4.563 -3.981
H -4.195 -3.036 -4.408
H -3.933 -3.517 -2.807
H -2.172 -1.715 -3.780
H -1.711 -3.041 -4.820
C 4.214 3.072 2.106
C 2.738 3.498 1.767
O 1.966 2.999 2.819
C 0.684 2.832 2.772
O -0.062 3.224 1.856
C 0.120 2.234 4.128
F -0.905 1.403 3.886
F 0.957 1.485 4.784
F -0.456 3.129 4.948
H 4.727 3.314 1.175
H 4.321 2.025 2.389
H 4.623 3.628 2.949
H 2.491 3.016 0.821
H 2.601 4.575 1.668
```



9.
DFT (ωB97M-V/def2-TZVPD) results for the ion C8H10FO4S with charge -1.

Results
SMILES string ... C=C(C)C(/C=C/C)=C(\[O-])OS(=O)(=O)F
Total charge ... -1
LUMO ... 3.63 eV
Energy relative to the best compared isomer or geometry (same formula, charge and spin) ... 0.00 kJ/mol
Frontier orbital gap ... 7.16 eV

```
24
C8H10FO4S | the Open Molecules 2025 dataset | ωB97M-V/def2-TZVPD
C 2.804 0.571 -0.097
C 1.663 1.276 -0.054
C 1.752 2.778 -0.578
C 0.346 0.607 0.281
C 0.315 -0.813 0.167
C -0.577 -1.674 0.673
C -0.442 -3.179 0.373
C -0.775 1.419 0.433
O -1.090 2.580 0.491
O -2.143 0.524 0.780
S -2.781 -0.163 -0.388
O -3.393 -1.376 -0.030
O -2.119 -0.160 -1.622
F -4.044 0.896 -0.482
H 2.805 -0.454 0.361
H 3.810 0.865 -0.210
H 1.745 2.778 -1.698
H 2.655 3.335 -0.176
H 0.854 3.257 -0.149
H 1.191 -1.244 -0.364
H -1.377 -1.414 1.301
H -0.692 -3.705 1.337
H 0.601 -3.265 0.037
H -1.108 -3.442 -0.388
```



10.
DFT (ωB97M-V/def2-TZVPD) results for a structure of composition C8H10MnN.

Results
Total charge ... +1
LUMO (spin up / spin down) ... -2.88 / -4.25 eV
Multiplicity ... 6
⟨S²⟩ ... 8.762
Frontier orbital gap (spin up / spin down) ... 9.42 / 8.90 eV

```
20
C8H10MnN | the Open Molecules 2025 dataset | ωB97M-V/def2-TZVPD
Mn 0.033 0.083 -0.005
C 0.491 2.207 0.513
C -0.600 2.185 -0.402
C -0.142 1.611 -1.622
C 1.234 1.276 -1.460
C 1.623 1.644 -0.141
H 0.509 2.738 1.453
H -1.545 2.692 -0.263
H -0.679 1.623 -2.561
H 1.907 0.991 -2.256
H 2.639 1.673 0.229
C -1.812 -4.918 0.303
C -1.196 -4.037 1.399
C -0.815 -2.750 0.942
N -0.497 -1.693 0.587
H -2.073 -5.878 0.736
H -1.109 -5.083 -0.508
H -2.710 -4.465 -0.105
H -0.302 -4.524 1.807
H -1.917 -3.902 2.214
```